No. 1
Computed, not measured: a structure of composition H10MgO13S2, with the ωB97M-V functional and the def2-TZVPD basis.

As for the charge: -2. As for the relative energy (zero: lowest compared OMol25 entry of this formula, charge and spin): 13.0 kcal per mole.

Positions of all 26 atoms, in Å:
Mg: 0.010 0.647 0.536
S: 0.236 -1.474 -2.112
O: -0.055 -0.625 -0.876
O: 1.522 -1.131 -2.697
O: 0.222 -2.883 -1.638
O: -0.873 -1.176 -3.062
S: 2.515 1.202 0.327
O: 1.726 0.181 1.134
O: 3.492 0.522 -0.480
O: 1.345 1.838 -0.363
O: 3.134 2.178 1.256
O: -1.314 1.773 -0.610
H: -1.490 1.671 -1.551
H: -1.500 2.690 -0.390
O: -0.033 1.903 2.155
H: -0.566 2.100 2.928
H: 0.735 2.502 2.184
O: -1.408 -0.485 1.481
H: -1.689 -1.403 1.393
H: -1.807 -0.157 2.291
O: -2.971 -1.209 -1.315
H: -2.688 -0.840 -2.162
H: -2.320 -0.844 -0.701
O: 1.300 -2.601 1.053
H: 1.413 -1.632 1.109
H: 1.063 -2.746 0.111

Löwdin atomic charge list, values in e, 4 entries: 0.458, 0.300, -0.449, -0.367

No. 2
Computed, not measured: the molecule C6H9NS, with the ωB97M-V functional and the def2-TZVPD basis.

As for the charge: 0. As for the relative energy (zero: lowest compared OMol25 entry of this formula, charge and spin): 62.3 kcal per mole. Its SMILES is C=C[C@H]1SCN=C1C.

Positions of all 17 atoms, in Å:
C: -0.259 0.782 0.746
C: -0.606 -1.669 -1.969
C: 0.125 -0.759 -1.291
C: 1.810 0.761 1.659
C: 0.237 -0.900 0.170
C: -1.468 1.236 0.124
N: 0.634 1.403 1.271
S: 1.869 -0.957 0.886
H: -0.740 -1.849 -3.046
H: -1.361 -2.238 -1.498
H: 0.976 -0.109 -1.637
H: 2.615 1.266 1.299
H: 1.961 0.619 2.764
H: -0.374 -1.619 0.560
H: -1.332 0.951 -0.998
H: -1.674 2.253 0.468
H: -2.415 0.828 0.492

Löwdin atomic charge list, values in e, 4 entries: -0.316, 0.018, -0.262, -0.438

Question: The lowest relative energy (zero: lowest compared OMol25 entry of this formula, charge and spin) belongs to which entry?
Answer: H10MgO13S2

Question: Which of these has the lowest relative energy (zero: lowest compared OMol25 entry of this formula, charge and spin)?
Answer: H10MgO13S2

Question: The lowest charge belongs to which entry?
Answer: H10MgO13S2